(1)
ORCA calculation (ωB97M-V/def2-TZVPD) on a 18-piece molecular cluster, C72H101N7O33 overall.

total charge	0

Element x y z (Å)
O 0.349 -5.180 2.171
O -2.457 1.471 -5.516
O 4.370 2.417 5.719
O -6.579 -3.847 1.585
O -6.031 3.610 -0.714
O -3.924 2.528 -6.805
O 6.815 2.748 -0.294
O 3.061 0.682 -5.229
O -6.501 1.695 5.601
O -5.066 -2.330 1.075
O -4.628 1.893 -1.472
O -5.592 3.329 -2.918
O 1.600 -3.010 4.685
O 1.147 0.234 1.829
O -2.003 -3.265 -2.158
O 4.849 1.028 -3.917
O 3.356 1.470 4.135
O -2.952 -4.295 -3.952
O -6.750 1.229 3.345
O 1.434 0.340 -0.321
O 0.663 -7.150 3.227
O -7.150 -1.677 1.882
O 3.225 0.264 1.041
O 2.827 2.131 -3.462
O 1.851 -6.470 1.329
O -1.820 2.962 -7.051
O 2.178 2.313 5.841
O 3.334 -4.257 4.720
O 8.501 2.370 -1.630
O 1.281 -5.123 5.237
O 8.821 3.588 0.298
O -1.932 -2.463 -4.338
O -5.478 2.847 3.991
N -2.608 5.458 -2.031
N 4.620 -3.323 -3.608
N 8.599 -1.521 2.519
N -1.052 -1.043 4.566
N 0.599 4.235 3.917
N -3.662 3.281 6.227
N -2.550 -8.205 0.116
C 3.661 1.241 -4.134
C 3.696 -1.689 -2.361
C -2.262 -3.328 -3.367
C 0.635 -3.080 1.068
C 7.176 -0.083 1.586
C 0.899 -6.345 2.341
C -1.297 4.573 -3.467
C 5.386 2.196 4.783
C -2.110 0.860 4.091
C -4.508 3.812 7.208
C -0.163 0.506 1.386
C -6.315 -2.531 1.567
C -6.155 1.765 2.178
C -1.960 -6.457 -1.132
C -3.944 3.303 -7.969
C -5.568 3.096 2.630
C -0.545 4.948 3.777
C -3.602 -7.327 -0.028
C -3.007 -3.241 1.130
C -1.746 4.673 -1.329
C -5.366 -4.503 1.389
C 0.095 4.256 1.741
C 0.090 0.729 -0.146
C -1.503 -7.597 -0.495
C 6.864 -1.359 1.110
C -3.001 -0.145 3.671
C -0.958 0.366 4.604
C 4.813 -2.002 -3.120
C 3.388 -3.708 -3.142
C 2.608 -2.108 4.294
C -0.845 4.133 -2.212
C 8.087 3.004 -0.535
C -4.432 -3.475 0.689
C -0.877 -0.077 -1.038
C -1.407 -2.640 -6.690
C 1.705 1.132 -5.333
C -0.913 4.944 2.435
C -2.438 3.756 -8.038
C -5.471 3.016 -1.600
C -2.345 -1.298 4.147
C 8.248 -0.211 2.412
C 1.529 1.990 -4.054
C -2.472 -2.774 -5.591
C -2.879 -4.227 -5.360
C 0.777 -0.092 -5.322
C -2.748 2.225 -6.418
C -4.046 0.175 -2.904
C 2.046 -4.201 4.941
C 7.803 -2.197 1.599
C 3.836 -2.970 4.488
C -4.688 2.587 -3.693
C 4.735 -2.996 3.256
C -4.250 3.654 2.090
C -2.425 3.620 6.658
C 6.647 1.625 5.467
C 0.998 3.832 2.640
C 2.803 -2.715 -2.408
C 0.614 -4.603 0.899
C 1.854 -5.359 0.519
C 3.228 2.131 5.225
C -4.969 4.527 -7.744
C 6.267 2.031 -1.392
C 2.018 0.330 0.874
C -3.271 -6.211 -0.816
C 7.818 0.451 -2.816
C -3.959 1.669 -2.630
C 7.433 1.872 -2.371
C 4.687 1.301 3.754
C -2.365 5.325 -3.353
C -2.439 4.553 7.632
C -3.777 4.667 8.033
C -6.260 1.845 4.416
H 5.992 1.028 -1.064
H -0.901 -0.290 1.488
H -2.303 4.836 -7.983
H -5.326 1.213 1.734
H -0.254 -2.590 1.466
H 1.888 -2.813 -1.842
H -0.345 -1.690 4.885
H -5.909 4.259 -7.261
H -0.033 0.857 4.867
H -0.214 -4.798 0.218
H 2.555 -1.797 3.251
H -6.342 3.863 2.645
H 7.240 0.073 -3.659
H -3.448 2.916 2.083
H -0.566 1.424 1.815
H -3.813 -4.326 -5.913
H -0.699 -1.140 -1.205
H 5.478 2.552 -1.934
H 5.313 -3.847 -4.123
H -5.583 3.731 7.150
H -1.296 -5.900 -1.777
H 9.291 -1.935 3.126
H 2.746 -4.733 0.528
H 7.248 2.458 -3.272
H 1.193 3.003 -4.272
H 4.428 -2.634 5.339
H -5.211 2.002 -4.448
H 5.243 -2.039 3.140
H 5.582 3.166 4.327
H 0.008 3.490 -2.052
H 6.050 -1.582 0.437
H 3.504 -0.716 -1.934
H -2.417 -4.140 0.953
H -0.272 0.198 -5.385
H -2.087 3.470 -9.030
H -5.483 -5.336 0.696
H 6.537 0.671 5.983
H -1.678 5.595 2.041
H -3.338 -2.143 -5.791
H -0.527 -3.161 -6.312
H -0.544 -8.085 -0.402
H 1.696 -5.646 -0.521
H -2.588 -2.334 0.694
H -3.936 2.615 5.518
H -3.049 -3.100 2.210
H -2.911 1.965 -2.651
H 5.587 -3.668 3.354
H -2.987 5.822 -4.083
H -4.006 -0.037 3.291
H -5.082 0.021 -3.206
H 5.728 -1.502 -3.406
H 8.846 0.374 -3.170
H -1.815 4.714 -0.252
H 4.287 -3.412 2.354
H -4.049 5.315 8.853
H -4.421 5.136 -7.026
H -2.163 -4.897 -5.834
H 6.716 0.882 1.428
H 0.988 -0.717 -6.190
H -1.610 5.045 8.117
H -0.929 5.509 4.616
H 0.212 3.993 0.700
H 7.690 -0.271 -2.010
H 1.827 3.146 2.546
H 1.204 4.090 4.713
H -0.871 4.299 -4.421
H -3.946 4.460 2.758
H -2.322 1.919 4.052
H -3.397 -0.097 -3.736
H 4.850 1.733 2.766
H -1.883 0.011 -0.629
H 4.963 0.259 3.919
H -3.750 -0.430 -2.047
H -4.208 2.678 -8.822
H -3.910 3.299 -3.970
H -4.450 4.024 1.085
H -5.177 5.075 -8.664
H -0.935 0.459 -1.986
H -1.552 3.190 6.191
H -4.546 -7.543 0.450
H 7.473 1.498 4.766
H -1.263 -1.638 -7.095
H 2.686 -1.178 4.856
H -2.709 -2.313 4.091
H 1.462 1.699 -6.231
H 8.758 0.597 2.916
H 2.991 -4.695 -3.326
H -5.008 -4.906 2.336
H 0.916 1.527 -3.281
H -6.915 1.908 1.410
H -0.026 1.802 -0.299
H 0.806 -0.649 -4.386
H -2.630 -8.979 0.760
H 6.975 2.366 6.196
H -1.800 -3.176 -7.554
H -3.265 6.055 -1.550
H 0.625 -2.672 0.057
H 1.550 -2.692 1.515
H 7.985 -3.251 1.446
H -4.453 -3.568 -0.397
H -3.872 -5.361 -1.106

***

(2)
ORCA calculation (ωB97M-V/def2-TZVPD) on C72H102F6Li3O22P as an isolated structure.

total charge	0

Element x y z (Å)
P 0.038 0.833 -0.068
F -0.443 -2.650 6.396
F -5.242 5.447 -1.339
F -0.088 -4.398 -6.079
F -0.069 -7.553 2.221
F 2.328 0.335 -8.983
F 0.954 4.020 5.325
O 6.829 -3.513 4.286
O 5.724 -1.495 -0.879
O -0.202 4.582 0.213
O -0.313 -0.617 0.365
O -5.831 -2.836 0.120
O -0.417 4.898 -2.003
O 5.662 -4.506 2.550
O -2.946 -0.653 2.011
O -3.651 -0.907 -0.948
O 3.294 3.161 -0.875
O -7.199 -1.920 1.874
O 4.691 -0.401 2.626
O -2.245 3.306 2.354
O 3.637 0.572 0.836
O 4.008 -0.841 -2.230
O 3.941 3.739 -3.009
O 0.952 0.883 -1.327
O -3.856 -1.639 -3.139
O 0.756 1.710 0.972
O -4.480 3.842 2.535
O -1.399 1.582 -0.145
O -2.106 -0.162 4.120
C -0.709 -3.519 1.828
C -0.212 -1.838 -3.575
C 1.594 -4.875 4.472
C -0.159 5.297 -0.772
C 6.583 -4.444 3.520
C -4.426 -0.409 3.908
C -3.050 -0.520 3.205
C -0.068 -2.449 -4.807
C -1.254 -5.688 2.847
C -4.957 4.158 -3.304
C 0.024 0.472 4.970
C 0.110 -4.850 6.859
C -0.909 3.642 -2.341
C -0.686 -4.006 -2.583
C -6.982 5.799 -4.477
C -4.944 -3.447 1.025
C 0.899 -3.698 4.824
C 0.165 -4.167 0.941
C 0.306 6.794 -0.686
C -3.921 -3.024 -2.842
C 3.014 0.024 -5.414
C 2.198 5.960 4.776
C -5.393 -3.449 -3.120
C -7.640 -1.411 -0.480
C -3.579 -0.723 -2.179
C 0.418 -5.534 1.083
C -3.170 3.783 4.504
C 7.364 -5.747 3.627
C -4.832 2.270 0.696
C -6.855 -2.107 0.624
C 4.825 -3.393 2.277
C 2.995 -1.748 -1.811
C 2.401 -0.927 2.289
C 5.866 0.480 -2.284
C -0.689 -4.608 -3.822
C 1.888 0.518 -4.822
C -1.430 -4.288 2.740
C 1.075 0.941 -7.076
C 5.929 0.306 2.421
C 6.936 -0.254 3.444
C 2.634 3.574 -3.577
C -1.428 3.608 -3.771
C 3.195 -0.088 -6.830
C 3.071 6.215 2.563
C -3.446 0.673 -2.787
C -5.509 -4.680 1.774
C 3.953 -3.882 1.104
C 2.609 3.908 -5.050
C 0.193 -3.738 6.034
C 3.242 -3.132 -2.378
C 3.657 -0.162 1.795
C 1.880 4.198 3.186
C -0.450 -2.694 -2.498
C 5.204 -0.710 -1.675
C -0.275 -6.248 2.071
C -5.595 5.156 -2.589
C -5.225 4.001 -4.690
C -0.784 0.126 3.764
C -6.606 5.960 -3.180
C -0.320 -3.838 -4.914
C 2.237 0.423 -7.618
C 0.707 -6.003 6.451
C 0.864 0.951 -5.673
C 4.118 3.525 -1.702
C 2.878 6.719 3.814
C -6.222 4.833 -5.215
C 5.508 3.896 -1.269
C 1.446 -6.018 5.268
C 2.616 4.897 2.232
C -3.282 3.607 3.019
C 1.683 4.729 4.452
C -4.772 3.771 1.108
Li -2.153 -0.153 0.210
Li 2.253 1.467 -0.169
Li -0.790 2.697 1.195
H -5.692 4.282 0.825
H -2.065 -3.732 3.413
H 6.638 -0.048 4.472
H 1.929 -6.934 4.960
H -7.047 6.769 -2.618
H -3.999 4.416 4.820
H -0.171 2.864 -2.143
H -5.083 -1.061 3.332
H 6.197 3.177 -1.713
H 5.767 1.382 2.484
H -2.292 4.330 4.848
H 1.479 3.254 2.847
H -5.572 1.703 1.260
H -4.299 -0.646 4.964
H 4.513 -4.157 0.210
H 1.897 6.405 5.713
H 3.154 -3.136 -3.465
H -3.770 1.417 -2.059
H 2.529 2.490 -3.552
H -0.979 -2.493 1.628
H 0.008 1.333 -5.136
H 0.207 -1.867 -5.674
H -0.393 1.393 5.378
H 5.166 1.276 -2.540
H -2.365 0.786 -2.872
H 6.416 0.217 -3.187
H 1.084 0.673 4.820
H -3.876 0.723 -3.787
H 7.942 0.133 3.283
H 2.682 4.980 -5.232
H 1.874 4.041 -2.950
H -5.666 -4.480 -2.897
H 2.073 -1.373 -2.254
H -0.278 -0.738 3.333
H 6.770 -6.632 3.400
H -6.616 4.738 -6.216
H 4.157 -2.986 3.035
H 4.247 -3.432 -2.080
H 2.837 4.475 1.263
H -4.025 -3.609 0.462
H 1.224 6.887 -1.266
H -0.676 3.303 -4.498
H 5.514 -2.627 1.920
H -0.925 -4.572 -1.695
H -4.171 3.612 -2.804
H -7.668 6.552 -4.836
H 1.641 -0.207 2.594
H -0.420 7.502 -1.088
H -0.235 -0.779 -3.362
H 3.443 3.435 -5.568
H 3.887 -0.336 -4.890
H 5.741 4.860 -1.721
H 2.190 -4.949 3.574
H 3.358 -3.033 0.767
H -0.604 -2.192 -1.554
H -8.462 -0.838 -0.052
H 7.138 -1.313 3.279
H -1.797 3.370 -1.771
H -5.589 -3.382 -4.190
H 2.559 -1.709 3.031
H 0.770 -2.837 4.185
H 3.241 7.704 4.066
H 8.227 -5.680 2.965
H -6.328 -4.459 2.457
H 0.492 -6.946 6.931
H 6.651 0.932 -1.678
H -6.908 -0.758 -0.955
H 1.675 3.603 -5.523
H 7.684 -5.818 4.667
H -0.058 -0.242 5.790
H 1.756 0.474 -3.751
H -6.137 -2.853 -2.590
H -5.834 -5.516 1.154
H 3.583 6.852 1.857
H 1.251 -5.962 0.545
H -3.536 -3.339 -1.873
H -1.815 4.559 -4.137
H -3.835 1.828 0.686
H -4.762 -5.121 2.434
H 2.496 -3.888 -2.134
H -8.117 -2.106 -1.172
H -3.967 4.259 0.558
H 6.358 0.110 1.439
H -4.670 -2.580 1.627
H 5.529 3.889 -0.179
H -0.555 -4.842 7.709
H -4.803 0.600 3.744
H -5.109 2.075 -0.340
H 3.287 -4.712 1.338
H 4.071 -0.565 -7.244
H 0.339 7.045 0.374
H 0.392 1.281 -7.840
H 0.732 -3.651 0.181
H -4.693 3.334 -5.352
H -0.798 -5.681 -3.884
H 1.983 -1.436 1.421
H -0.761 1.046 3.179
H -3.119 2.856 5.074
H 2.878 -1.726 -0.727
H -1.768 -6.352 3.525
H -3.283 -3.484 -3.596
H -2.211 2.860 -3.894

***

Max |F|? In order: 5.18 6.25 eV Å⁻¹.
E_HOMO? In order: -7.1 -8.1 eV.
LUMO energy? In order: -0.013 0.012 Ha.